Entry A
# C4H5BrN2

A single C4H5BrN2 molecule (ωB97M-V/def2-TZVPD, the Open Molecules 2025 dataset).

SMILES = BrN1C=CN=CC1
2S+1 = 1
E_LUMO (spin up / spin down) = -1.333 / -1.063 eV
Frontier orbital gap (spin up / spin down) = 6.84 / 7.16 eV
HOMO (spin up / spin down) = -0.3002 / -0.3021 hartree
Net charge = 0
M = 161.0 g/mol

```
12
C4H5BrN2 (ωB97M-V/def2-TZVPD)
H 0.29398 1.06362 -1.45510
H -0.75955 1.47584 1.56992
C 0.50059 1.04360 -0.34811
C 0.50854 -1.37290 -0.25633
H 1.00068 -2.36644 -0.45207
C -0.87685 -1.33487 0.41012
H -1.41802 -2.20196 0.38988
H 1.04843 1.95934 -0.19604
C -0.51163 0.82705 0.74953
Br 3.21073 -0.02801 0.29109
N 1.15998 -0.27076 -0.44994
N -1.21802 -0.22132 0.92546
```

***

Entry B
# C4H5BrN2

A single C4H5BrN2 molecule (ωB97M-V/def2-TZVPD, the Open Molecules 2025 dataset).

2S+1 = 1
E_LUMO = 0.636 eV
Frontier orbital gap = 8.70 eV
HOMO = -0.2964 hartree
Net charge = 0
M = 161.0 g/mol

```
12
C4H5BrN2 (ωB97M-V/def2-TZVPD)
Br 2.71777 0.54134 -0.44621
C -0.48590 1.90498 0.02880
N -0.30367 0.46446 0.24408
H 0.49624 2.31071 0.30133
C 1.36816 -0.63421 -0.26129
H -0.80034 2.28527 -0.93897
H -1.34075 2.34333 0.69582
N -1.19255 -0.46934 0.24748
C -0.77052 -1.67540 0.16911
H 0.93214 -2.81878 -0.02547
H -1.33828 -2.47616 0.14410
C 0.71770 -1.77619 -0.15878
```

***

Stability, highest: entry A

***

Entry A
# C4H9S

2 unconnected molecules or ions with the total composition C4H9S (ωB97M-V/def2-TZVPD, the Open Molecules 2025 dataset).

2S+1 = 1
E_LUMO = 3.779 eV
Frontier orbital gap = 5.85 eV
HOMO = -0.0760 hartree
Net charge = -1
M = 89.2 g/mol

```
14
C4H9S (ωB97M-V/def2-TZVPD)
H 0.51023 -2.03131 -1.29833
S -1.96241 1.00533 0.43738
H -1.78031 -0.79521 2.17648
C 1.93557 0.48390 -1.23521
C -1.59988 0.28416 2.07628
H 0.89733 0.77323 -1.16150
H 2.00852 -2.87085 -0.76336
H 2.75498 1.19576 -1.22106
C 1.49645 -1.91308 -0.82282
H -1.99827 0.92445 2.85901
H 3.28978 -0.97619 -1.88138
H -0.50468 0.26948 2.20557
C 2.35168 -0.79295 -1.36857
H 1.13345 -1.61151 0.16441
```

***

Entry B
# C4H9S

2 unconnected molecules or ions with the total composition C4H9S (ωB97M-V/def2-TZVPD, the Open Molecules 2025 dataset).

2S+1 = 1
E_LUMO = 3.226 eV
Frontier orbital gap = 5.35 eV
HOMO = -0.0779 hartree
Net charge = -1
M = 89.2 g/mol

```
14
C4H9S (ωB97M-V/def2-TZVPD)
S -1.64962 3.48674 1.31607
H -0.31427 1.08352 1.96383
H 2.66809 -3.05700 -0.62053
H -2.14349 1.87384 -0.38932
C -1.29805 2.02048 0.31067
H -0.37878 2.19017 -0.32476
C 1.02175 -1.65826 -0.89712
H -1.99331 0.63805 1.81910
C 2.14492 -2.33426 -1.26340
H -0.69003 -0.07155 0.61647
H 0.47804 -0.92810 -1.54724
H 2.53098 -2.24783 -2.29126
H 0.67033 -1.83689 0.11705
C -1.04657 0.84109 1.19045
```

***

Stability, highest: entry B

***

Entry A
# C32H64O8

8 unconnected molecules or ions with the total composition C32H64O8 (ωB97M-V/def2-TZVPD, the Open Molecules 2025 dataset).

SMILES = C1CCOC1.C1CCOC1.C1CCOC1.C1CCOC1.C1CCOC1.C1CCOC1.C1CCOC1.C1CCOC1
2S+1 = 1
E_LUMO = 0.600 eV
Frontier orbital gap = 9.73 eV
HOMO = -0.3357 hartree
Net charge = 0
M = 576.9 g/mol

```
104
C32H64O8 (ωB97M-V/def2-TZVPD)
H -0.22500 2.25190 -5.26861
C 0.50000 -5.59010 3.12539
O -0.65600 -1.94010 -0.37761
O 6.01400 0.14790 2.58839
O -5.10700 -1.36310 -4.97761
H 5.29400 0.01690 4.53639
C -3.63400 1.95890 -1.29261
C -1.22900 2.15090 3.25939
H 0.42300 0.23590 5.28339
H 2.98600 4.10990 0.80139
C -1.09600 -3.92710 3.75839
H -2.47900 -0.31510 -5.25161
H -1.90400 0.08390 3.28039
H -0.18200 -1.55310 1.55939
C -4.61700 -2.79110 -4.64361
C -2.94100 -1.04410 -4.46761
H 7.17000 -0.82510 1.28639
C -0.91400 -5.16310 2.85739
C 5.23100 -1.94110 1.82639
C 1.48100 -1.52010 0.23839
O -2.92600 1.51490 0.92939
H 1.98300 -1.95010 0.88039
C 4.37300 -1.54610 3.00239
C -0.90600 2.34290 -4.57161
H 4.53500 -2.15510 3.82639
H 4.35300 2.82390 -2.22061
H -0.83600 5.10590 -5.41761
H 3.33400 -1.42710 2.73239
H -0.39000 -2.29410 -2.55061
C -4.31100 -0.58710 -4.17561
H 0.69700 -0.36610 3.72539
C -4.38900 1.55490 0.99339
H -0.14300 -0.60910 -1.99961
C -1.24700 0.80090 3.89839
H 1.92000 3.37090 -1.46561
H -2.58000 -3.20710 -3.90761
H 1.32800 -5.22410 2.45639
H -3.25200 3.93790 -6.11861
H -2.27500 -0.94410 -3.61161
H -1.65300 1.79790 -0.57161
H -3.53100 3.94390 -4.57261
C -3.00100 -2.53210 -4.70561
H 2.03200 -4.59610 4.34739
C 0.89900 -4.83210 4.38339
H -4.16500 1.37990 -2.12561
H -0.67300 1.45090 -3.94261
H -3.17400 2.68390 -1.92861
C 0.17100 0.45590 4.14639
C -0.02100 -1.14810 0.57739
C -0.79000 3.62390 -3.72961
H 0.80000 -5.41910 5.30639
O 0.23400 -3.64510 4.21339
H -1.25200 3.70190 -2.77261
H 0.25200 3.99990 -3.49961
H -1.01000 2.37290 2.13039
H 2.05600 1.53190 -1.43661
C 3.19300 3.03190 0.90339
C -2.76700 3.66090 -5.13861
C -4.78400 2.35190 -0.29461
C -1.56700 4.55090 -4.69561
H -4.80300 -3.19310 -3.65161
H 0.65300 -6.64610 3.50339
H -4.92300 0.69090 1.06239
H -1.56900 -2.96710 3.22839
H 1.47200 1.61190 3.04339
H 5.12000 3.50090 -0.12961
H 4.91800 -1.57810 0.88639
C 4.47500 2.71490 0.09039
O -2.22600 2.34190 -4.99061
H 1.65500 2.16390 4.73739
O -0.17600 2.67990 4.01039
H 3.29500 2.84990 1.85439
C 6.46100 -1.04210 2.17639
C 0.10500 -1.72010 -1.61661
H 4.79400 1.65890 0.45639
H 4.08200 0.57790 3.42939
H 2.13500 -1.78310 -1.94461
H -2.70100 -2.74010 -5.68761
H -5.71800 2.33990 -0.47661
C 0.96400 1.81390 3.99739
H 7.22800 -1.67810 2.94139
C 4.01900 2.22290 -1.30461
H -0.23900 -0.17110 0.62039
H 1.61900 -3.12410 -1.24961
H -4.78700 -3.35610 -5.52861
H -1.86100 5.25790 -4.08861
C 1.43300 -2.01810 -1.16861
C -2.67800 1.19790 -0.41961
H -2.64900 0.16190 -0.61461
H -4.43400 0.46290 -4.15361
C 2.51100 2.32490 -1.17861
H -1.67600 -4.33610 4.66139
H 2.06100 -0.44610 0.31339
H -2.06600 2.60690 3.54039
H 4.22500 1.12790 -1.56761
H -1.17500 -4.95210 1.83839
H -1.46600 -5.96410 3.19639
H -4.38300 -0.69710 -3.15361
H -1.73800 1.02990 4.72139
C 4.87200 -0.17210 3.46639
H -4.42000 3.43590 0.01939
H -4.78300 2.07790 1.87639
H 5.46300 -3.04510 1.86539
O 2.27900 2.28690 0.26639
```

***

Entry B
# C32H64O8

8 unconnected molecules or ions with the total composition C32H64O8 (ωB97M-V/def2-TZVPD, the Open Molecules 2025 dataset).

SMILES = C1CCOC1.C1CCOC1.C1CCOC1.C1CCOC1.C1CCOC1.C1CCOC1.C1CCOC1.C1CCOC1
2S+1 = 1
E_LUMO = 0.646 eV
Frontier orbital gap = 9.86 eV
HOMO = -0.3386 hartree
Net charge = 0
M = 576.9 g/mol

```
104
C32H64O8 (ωB97M-V/def2-TZVPD)
H 6.09583 0.30877 -1.63516
H 4.49074 3.55239 -0.00092
H 2.32785 0.28974 0.28427
H -0.52016 -5.64915 3.09928
H -3.56111 -4.46037 -1.42890
C 5.88191 1.97255 -0.19053
H -3.11569 -0.36503 3.64728
C -3.57195 -2.25770 2.64737
H -2.32455 -4.12594 0.62246
C -0.19801 -3.78652 4.03173
H -0.12492 6.11226 -4.88170
H -3.36139 -1.76627 -2.19129
H 5.73931 1.90196 0.91417
H 5.35739 3.73608 -1.42648
C 5.48004 0.64652 -0.80558
H -1.58941 6.56701 -4.07407
C -2.71387 -3.78776 -1.48218
H -4.60497 3.11072 -0.11356
H -1.85073 1.55417 -2.05816
H 2.31654 -4.51757 2.76090
H -2.88346 -3.09606 2.32830
H -3.74531 0.52382 -1.13920
C 0.01649 6.25733 -2.69699
C 1.52583 -5.17607 4.69646
C -1.62814 3.04695 -0.58600
H 2.75345 2.30754 -1.29785
C -1.91065 1.60062 -0.97743
H 0.01242 -4.32304 1.99028
H 2.46366 -4.96246 5.16597
H 1.14533 1.01670 -3.69092
C -3.34911 1.32379 -0.57726
C -0.96181 4.47986 -3.88125
H 2.07164 -1.00530 1.56711
H -0.70364 6.28021 -1.86678
C 3.09419 1.88073 2.34516
H 5.47664 -0.23686 -0.14068
H -2.99013 -2.84242 5.42978
C 2.14127 0.09983 1.35815
H -4.47465 2.64558 -1.82525
H -3.33080 1.11530 0.49632
H -1.00985 4.05942 -4.85184
H 0.60614 1.73313 1.18221
H 2.01078 -1.47009 -2.76637
H 0.63537 7.17436 -2.68632
C -3.07277 -2.32921 -1.29653
H 6.91810 2.13424 -0.43447
C -3.52439 -1.95997 5.04537
O -1.84259 -1.71772 -0.70980
C 1.71854 1.92586 2.90007
H 3.92546 2.18826 3.05527
H 3.17033 2.48733 1.44994
C 0.05954 -0.87088 -3.40046
C -3.98498 2.71872 -0.86289
H -0.04610 -2.79522 3.60427
H -3.47079 -1.26159 5.80713
H -0.18019 -0.75011 -2.32921
O 1.11840 -0.17134 -5.43244
H 1.80321 1.48150 3.87405
C -0.94513 -2.73449 -0.30338
H -3.69714 -1.69633 1.73247
C 0.44661 0.37720 -4.27228
H -1.81943 -1.45151 3.67559
H -1.88809 4.25902 -3.26890
O 3.29744 0.50847 2.11890
H -0.10090 -2.71864 -0.97847
O 0.69071 -4.09163 5.09241
H -1.23035 0.83194 -0.55512
C 0.10455 -4.77388 2.95046
H 1.86954 -2.03138 -5.64292
H 1.13850 -6.15971 5.04869
H 2.88174 -0.85894 -4.76576
H -0.37495 0.97166 -4.59153
H 1.18044 4.80298 -1.58775
H -1.19532 -3.87077 4.36612
C 1.34362 -1.73111 -3.58318
C -0.68717 5.98281 -4.05537
O -4.83009 -2.72541 3.17180
H -2.15473 -3.90666 -2.41815
H -1.12982 -4.87826 -0.31467
H 1.86456 -6.24745 2.78161
H 1.80400 5.20019 -3.15473
H 1.17894 -2.79306 -3.48446
O 0.11909 3.91901 -3.20587
H 3.82804 2.22293 -2.67102
C 0.98969 1.02232 1.91061
C -4.95773 -2.23846 4.51547
H -1.50457 3.14089 0.50054
C 0.90256 5.03882 -2.57948
H -0.86924 -1.33173 -3.93297
C 1.91159 -1.23939 -4.88272
O 4.15090 0.75745 -1.20103
H -5.50147 -3.06063 5.01549
C 3.84705 2.10287 -1.57170
H -0.76185 3.56765 -1.06891
C -1.74519 -4.00360 -0.34162
H -0.58442 -2.44523 0.70195
H 1.34995 2.96491 2.96879
C -2.89556 -1.43625 3.67944
H 0.17821 0.37401 2.36987
H -3.94014 -2.21322 -0.61211
H -5.56206 -1.33195 4.52364
C 4.88884 2.95895 -0.82632
C 1.57094 -5.24756 3.17541
O -2.87244 3.66453 -0.99367
```

***

Stability, highest: entry B

***

Entry A
# C2H3ClNOP

A single C2H3ClNOP molecule (ωB97M-V/def2-TZVPD, the Open Molecules 2025 dataset).

2S+1 = 1
E_LUMO (spin up / spin down) = -1.924 / -1.923 eV
Frontier orbital gap (spin up / spin down) = 7.57 / 7.57 eV
HOMO (spin up / spin down) = -0.3489 / -0.3490 hartree
Net charge = 0
M = 123.5 g/mol

```
9
C2H3ClNOP (ωB97M-V/def2-TZVPD)
H -0.28361 -0.23792 1.75290
H -1.11490 0.28098 0.29617
C 0.22969 -0.13367 -1.97338
H -1.25167 -1.42771 0.77259
P 0.75144 -0.97054 -0.28830
Cl 1.91121 1.02041 0.71047
N -0.22711 0.22668 -2.97307
O 0.61008 1.73800 0.96566
C -0.62514 -0.49623 0.73698
```

***

Entry B
# C2H3ClNOP

2 unconnected molecules or ions with the total composition C2H3ClNOP (ωB97M-V/def2-TZVPD, the Open Molecules 2025 dataset).

2S+1 = 1
E_LUMO (spin up / spin down) = -0.866 / -0.865 eV
Frontier orbital gap (spin up / spin down) = 8.92 / 8.92 eV
HOMO (spin up / spin down) = -0.3598 / -0.3598 hartree
Net charge = 0
M = 123.5 g/mol

```
9
C2H3ClNOP (ωB97M-V/def2-TZVPD)
P -0.32319 0.70883 1.31874
Cl 1.76626 -2.59330 1.88543
H 1.76825 -0.01508 2.29046
O -0.02692 1.14775 -0.01513
N -2.99591 0.07860 2.20924
C 0.69357 0.31541 2.61028
C -1.96050 0.39464 1.83472
H 0.56288 -2.62985 1.41792
H 0.33924 0.20932 3.60623
```

***

Stability, highest: entry B

***

Entry A
# C3H7PS

2 unconnected molecules or ions with the total composition C3H7PS (ωB97M-V/def2-TZVPD, the Open Molecules 2025 dataset).

2S+1 = 3
E_LUMO (spin up / spin down) = -1.251 / -1.173 eV
Frontier orbital gap (spin up / spin down) = 6.02 / 8.85 eV
HOMO (spin up / spin down) = -0.2671 / -0.3683 hartree
Net charge = 0
M = 106.1 g/mol

```
12
C3H7PS (ωB97M-V/def2-TZVPD)
H 0.29480 -1.54957 0.45270
H -1.38190 0.78600 -0.59096
C 0.40396 0.67286 0.30102
H -0.24607 2.00701 -1.16034
H 0.24397 -0.73353 2.08262
H -0.82201 2.23609 0.30295
C -0.60820 1.48528 -0.35020
C 0.00687 -0.50023 0.99295
H 1.49198 1.09540 0.49984
S 0.16372 -2.78088 -1.15544
H -1.00531 -0.81900 0.90495
P 1.45819 -1.89944 -2.28010
```

***

Entry B
# C3H7PS

3 unconnected molecules or ions with the total composition C3H7PS (ωB97M-V/def2-TZVPD, the Open Molecules 2025 dataset).

2S+1 = 3
E_LUMO (spin up / spin down) = 0.893 / -2.515 eV
Frontier orbital gap (spin up / spin down) = 7.44 / 6.85 eV
HOMO (spin up / spin down) = -0.2405 / -0.3443 hartree
Net charge = 0
M = 106.1 g/mol

```
12
C3H7PS (ωB97M-V/def2-TZVPD)
C 3.91544 -0.35373 0.33168
H 0.43559 2.22077 -1.65372
H 4.99398 -0.34936 0.04228
C 0.07011 1.65384 -0.79361
H 1.61175 -1.24312 0.43421
H -5.87674 -1.16274 -1.10720
H -0.64523 0.73092 1.22955
P 2.79727 -1.38814 -0.30358
C -0.27954 1.07710 0.19718
S -4.94475 -1.01029 -0.15531
H -5.92146 -0.28922 0.52389
H 3.84359 0.11397 1.25462
```

***

Stability, highest: entry A

***

Entry A
# C3H5N2O

A molecular structure, C3H5N2O (ωB97M-V/def2-TZVPD, the Open Molecules 2025 dataset).

2S+1 = 1
E_LUMO = -6.437 eV
Frontier orbital gap = 9.71 eV
HOMO = -0.5933 hartree
Net charge = +1
M = 85.1 g/mol

```
11
C3H5N2O (ωB97M-V/def2-TZVPD)
N 0.60803 1.95231 -0.40046
C 0.21249 0.47590 0.63457
C 1.71785 2.09063 -0.70628
H -0.81724 -1.40045 0.19084
H -0.25332 2.49371 -0.45047
H -1.06011 -0.09343 -0.93911
C -0.31289 -0.52587 -0.26219
O -0.03910 1.04554 1.79133
N 1.28214 0.54212 1.44395
H 0.55287 -1.19730 -0.74523
H 1.61190 -0.26290 2.06050
```

***

Entry B
# C3H5N2O

2 unconnected molecules or ions with the total composition C3H5N2O (ωB97M-V/def2-TZVPD, the Open Molecules 2025 dataset).

2S+1 = 1
E_LUMO (spin up / spin down) = -7.494 / -7.494 eV
Frontier orbital gap (spin up / spin down) = 4.93 / 4.93 eV
HOMO (spin up / spin down) = -0.4567 / -0.4566 hartree
Net charge = +1
M = 85.1 g/mol

```
11
C3H5N2O (ωB97M-V/def2-TZVPD)
N 2.20339 -0.57369 -0.08945
H 1.71460 -0.89337 -0.95445
N -2.15884 -0.08441 -0.15860
C 3.15851 0.17282 0.08566
H 3.38538 0.50290 1.13245
O -0.22888 -1.24890 0.41399
H -3.81467 0.67775 0.99449
C -1.12644 -0.59293 0.24258
H -3.66175 0.85219 -1.05720
H 3.76719 0.62567 -0.63207
C -3.23849 0.56197 0.02261
```

***

Stability, highest: entry B